Here is C2H3N3OS2 in the gas phase at a distorted geometry from OMol25. Energies are from the ωB97M-V functional and the def2-TZVPD basis.

```
11
Properties=species:S:1:pos:R:3:forces:R:3:nbo_charge:R:1
C -1.83608 -1.00288 -0.25075 0.75 -1.10 0.25 -0.46
C 0.24305 0.11281 0.80075 -0.32 -0.37 1.24 -0.67
N -2.14164 0.16624 0.10550 -2.71 2.43 0.51 0.07
N -2.38223 1.19652 0.50386 0.37 -0.52 -0.52 0.04
N 1.64305 1.09736 -0.47291 0.25 1.40 -0.55 -1.02
O 2.54985 -0.99274 0.47801 1.41 -0.44 0.55 -0.98
S -0.28572 -1.41867 0.47721 1.11 0.04 -0.28 0.52
S 1.99641 0.26663 0.98295 -1.28 -1.05 -1.40 1.41
H -2.52136 -1.65778 -0.74282 -0.07 -0.18 -0.13 0.26
H 2.02252 0.74178 -1.34292 0.18 -0.38 0.42 0.41
H 0.71214 1.49074 -0.53889 0.31 0.17 -0.07 0.42
```
Forces are in eV/Å.

Total charge: 0
HOMO-LUMO gap (alpha / beta): 8.4 / 8.4 eV
LUMO energy (alpha / beta): -0.291 / -0.290 eV
ΔE to the lowest compared entry with this formula, charge and spin: 5.519 eV
Electronic energy: -1113.67468 a.u.